C25H22N3O8PS3W | ωB97M-V/def2-TZVPD

Last column: Mulliken charge in e.
Element x y z (Å)
C  -6.806  1.619  3.605  -0.455
H  5.566  0.488  1.141  0.473
H  -6.011  -0.228  4.361  0.422
C  3.622  0.111  1.979  -0.785
H  -5.323  -4.517  -0.089  0.469
H  -7.234  1.908  4.555  0.417
S  -0.411  1.615  -1.766  0.962
C  2.296  -0.069  1.659  0.647
H  -7.487  3.385  2.591  0.415
C  1.242  -0.239  2.698  0.215
H  0.513  -4.284  3.166  0.386
H  -1.306  -2.683  1.705  0.656
C  -1.344  -5.436  1.620  0.159
C  0.674  -2.702  -0.922  -0.003
H  3.928  0.096  3.016  0.545
C  -5.578  0.031  2.286  0.088
C  -5.718  0.872  1.176  1.186
N  1.830  -0.067  0.401  0.155
H  1.528  -4.389  -1.898  0.458
C  -5.195  -2.387  -0.205  0.019
H  -6.700  -4.724  -2.128  0.421
C  -5.604  -3.632  -0.643  -0.885
O  -0.188  0.019  -1.640  -0.559
O  1.379  -0.435  3.850  -0.455
H  0.367  -6.018  -0.380  0.573
C  0.260  -4.949  -0.246  -0.344
C  4.516  0.327  0.937  -0.323
H  -6.501  2.740  0.428  0.360
H  -5.055  -0.912  2.211  0.167
W  -0.499  -0.124  0.308  1.140
C  -6.948  2.452  2.504  -0.712
O  -0.030  -0.150  2.115  -0.457
N  -1.256  -5.344  2.971  -0.106
O  -1.754  1.879  -2.124  -0.437
C  -0.535  -4.462  0.788  -0.180
H  2.278  0.184  -1.599  0.550
H  1.096  -1.974  -1.599  0.467
C  -5.549  -1.249  -0.936  1.210
C  -6.736  -2.619  -2.517  -0.725
S  -2.577  -0.333  0.509  0.573
C  4.040  0.353  -0.364  -0.969
C  -6.118  0.414  3.498  -0.881
C  -0.414  -4.440  3.715  -0.697
H  -4.603  -2.314  0.696  0.061
P  -5.178  0.419  -0.446  0.150
O  -0.231  1.765  -0.196  -0.411
H  -1.857  -5.985  3.470  0.290
O  0.697  2.166  -2.444  -0.522
H  4.701  0.538  -1.199  0.437
H  -7.337  -2.709  -3.411  0.414
C  2.689  0.152  -0.598  0.024
H  -0.168  -4.907  4.667  0.522
O  -0.988  -3.161  3.899  -0.460
N  -0.124  -2.230  0.055  -0.243
S  -4.824  1.727  -1.744  -0.087
O  -2.034  -6.239  1.037  -0.582
H  -1.519  -3.148  4.702  0.291
C  -6.400  2.090  1.286  -0.459
C  -6.378  -3.747  -1.794  -0.515
C  -6.317  -1.366  -2.100  -0.388
H  -6.582  -0.488  -2.674  0.371
C  -0.707  -3.103  0.908  0.005
C  0.892  -4.052  -1.092  -1.061

The orbital gap is 6.8403 eV. The total charge is +2. The strongest force on any atom comes out at 1.1 eV/Å. For the relative energy (zero: lowest compared OMol25 entry of this formula, charge and spin), the calculation gives 1.235 eV. The LUMO energy comes out at -7.94 eV. The HOMO energy is -14.78 eV.